{
  "formula": "C54H44N5O3ReS",
  "method": "the ωB97M-V functional and the def2-TZVPD basis",
  "species": ["Re", "N", "C", "S", "N", "N", "C", "C", "C", "C", "C", "C", "C", "O", "H", "H", "H", "H", "H", "H", "H", "O", "C", "C", "C", "C", "C", "C", "C", "C", "C", "O", "C", "C", "C", "C", "C", "C", "C", "C", "C", "C", "C", "C", "N", "C", "C", "C", "C", "C", "C", "C", "C", "C", "C", "C", "C", "H", "H", "H", "H", "H", "H", "H", "H", "H", "H", "H", "H", "H", "H", "H", "H", "H", "H", "H", "H", "H", "H", "H", "H", "H", "H", "H", "N", "C", "C", "C", "C", "C", "C", "C", "C", "C", "C", "C", "C", "C", "H", "H", "H", "H", "H", "H", "H", "H", "H", "H"],
  "positions_angstrom": [[0.234, -0.689, -0.237], [4.538, -0.108, -1.441], [3.173, -0.100, -1.180], [2.527, -1.564, -0.438], [2.470, 0.905, -1.526], [1.113, 0.841, -1.184], [0.255, 0.929, -2.367], [-0.884, 1.907, -2.249], [-0.476, 3.234, -2.362], [-1.334, 4.305, -2.200], [-2.670, 4.020, -1.902], [-3.104, 2.723, -1.792], [-2.255, 1.579, -1.969], [-2.725, 0.408, -1.842], [5.070, -0.696, -0.820], [4.918, 0.820, -1.548], [0.901, 1.188, -3.210], [0.574, 3.425, -2.564], [-0.979, 5.323, -2.291], [-3.374, 4.832, -1.751], [-4.136, 2.505, -1.550], [-1.321, 0.318, 0.418], [-1.930, -0.287, 1.518], [-2.931, -1.332, 1.023], [-2.520, -2.237, -0.111], [-3.544, -3.035, -0.615], [-3.338, -3.817, -1.724], [-2.108, -3.745, -2.353], [-1.114, -2.944, -1.826], [0.137, -2.751, -2.640], [0.066, -1.439, -3.476], [-0.308, -0.428, -2.529], [1.338, -1.115, -4.240], [2.535, -1.798, -4.083], [3.654, -1.442, -4.826], [3.589, -0.401, -5.735], [2.391, 0.279, -5.913], [1.275, -0.087, -5.183], [-1.086, -1.597, -4.463], [-0.904, -2.383, -5.599], [-1.960, -2.627, -6.459], [-3.212, -2.083, -6.192], [-3.389, -1.299, -5.064], [-2.334, -1.055, -4.191], [-1.292, -2.253, -0.661], [-0.838, -0.948, 2.352], [-1.020, -1.824, 3.342], [0.113, -2.425, 4.046], [1.369, -2.066, 3.780], [1.681, -1.019, 2.762], [0.512, -0.535, 1.873], [-2.649, 0.775, 2.345], [-3.576, 0.441, 3.324], [-4.169, 1.425, 4.102], [-3.849, 2.758, 3.900], [-2.940, 3.098, 2.908], [-2.343, 2.115, 2.135], [-3.812, -0.800, 0.653], [-3.251, -1.964, 1.855], [-4.511, -2.992, -0.131], [-4.132, -4.430, -2.129], [-1.922, -4.262, -3.285], [0.242, -3.593, -3.327], [1.013, -2.721, -1.997], [2.625, -2.599, -3.368], [4.583, -1.973, -4.672], [4.465, -0.118, -6.304], [2.324, 1.093, -6.622], [0.337, 0.432, -5.337], [0.074, -2.796, -5.821], [-1.805, -3.234, -7.343], [-4.039, -2.269, -6.866], [-4.359, -0.871, -4.844], [-2.486, -0.462, -3.285], [-2.019, -2.118, 3.646], [-0.094, -3.178, 4.796], [2.195, -2.525, 4.311], [2.548, -1.320, 2.183], [1.103, 1.476, 1.511], [-3.840, -0.594, 3.502], [-4.886, 1.146, 4.864], [-4.313, 3.526, 4.505], [-2.695, 4.137, 2.728], [-1.647, 2.369, 1.350], [0.786, 0.873, 2.260], [1.808, 0.477, 3.243], [1.307, 0.659, 4.660], [2.108, 0.273, 5.733], [1.651, 0.387, 7.033], [0.378, 0.891, 7.280], [-0.421, 1.278, 6.216], [0.042, 1.161, 4.911], [3.128, 1.195, 3.036], [3.368, 2.394, 3.703], [4.527, 3.119, 3.476], [5.477, 2.654, 2.580], [5.246, 1.466, 1.905], [4.080, 0.749, 2.124], [3.102, -0.116, 5.544], [2.285, 0.081, 7.856], [0.016, 0.980, 8.297], [-1.415, 1.670, 6.393], [-0.580, 1.452, 4.074], [2.638, 2.767, 4.410], [4.686, 4.051, 4.004], [6.385, 3.215, 2.404], [5.974, 1.097, 1.195], [3.906, -0.157, 1.563]],
  "spin_multiplicity": 4,
  "homo_energy_ev": [-3.53, -3.53],
  "charge": -1,
  "e_tot_ev": -83270.484,
  "orbital_gap_ev": [5.94, 5.54]
}

---

{
  "formula": "C54H45BrCl3N3O7PdS3",
  "method": "the ωB97M-V functional and the def2-TZVPD basis",
  "species": ["Pd", "C", "C", "C", "O", "C", "C", "O", "C", "O", "C", "C", "C", "C", "C", "C", "C", "C", "C", "C", "C", "C", "C", "O", "C", "C", "C", "C", "C", "C", "C", "C", "C", "C", "C", "C", "H", "H", "H", "H", "H", "H", "H", "H", "H", "H", "H", "H", "H", "H", "H", "H", "H", "H", "H", "H", "H", "H", "H", "H", "H", "H", "H", "H", "Br", "O", "S", "O", "N", "C", "S", "C", "C", "C", "C", "C", "C", "H", "H", "H", "H", "Cl", "C", "C", "C", "C", "C", "C", "N", "C", "C", "N", "C", "O", "C", "C", "C", "Cl", "S", "C", "C", "C", "Cl", "C", "H", "H", "H", "H", "H", "H", "H", "H", "H", "H", "H", "H", "H"],
  "positions_angstrom": [[-0.979, 1.212, -1.159], [0.635, -5.248, -3.002], [0.303, -4.425, -1.765], [0.263, -5.324, -0.521], [1.259, -3.402, -1.550], [0.608, -2.136, -1.345], [-0.878, -2.584, -1.210], [-0.923, -3.790, -1.975], [-2.093, -1.626, -1.398], [-1.879, -0.570, -0.547], [-2.464, -1.229, -2.837], [-3.125, -0.015, -3.026], [-3.525, 0.392, -4.289], [-3.325, -0.432, -5.389], [-2.731, -1.669, -5.201], [-2.291, -2.059, -3.942], [-3.334, -2.409, -0.878], [-3.780, -3.601, -1.446], [-4.861, -4.280, -0.901], [-5.520, -3.779, 0.213], [-5.095, -2.581, 0.769], [-4.014, -1.901, 0.224], [1.080, -1.000, -2.352], [0.090, -0.046, -2.475], [1.400, -1.534, -3.762], [2.357, -2.520, -4.018], [2.618, -2.934, -5.317], [1.934, -2.373, -6.386], [1.001, -1.376, -6.144], [0.749, -0.956, -4.845], [2.384, -0.432, -1.717], [3.623, -0.412, -2.354], [4.738, 0.137, -1.734], [4.639, 0.704, -0.477], [3.404, 0.722, 0.155], [2.297, 0.167, -0.463], [1.624, -5.693, -2.895], [0.625, -4.606, -3.879], [-0.115, -6.032, -3.116], [1.242, -5.783, -0.384], [-0.499, -6.095, -0.645], [0.028, -4.730, 0.361], [0.929, -1.775, -0.369], [-0.974, -2.857, -0.147], [-3.373, 0.601, -2.169], [-4.003, 1.357, -4.409], [-3.643, -0.120, -6.377], [-2.585, -2.334, -6.046], [-1.792, -3.009, -3.836], [-3.271, -4.008, -2.307], [-5.194, -5.210, -1.349], [-6.356, -4.318, 0.645], [-5.604, -2.172, 1.635], [-3.667, -0.964, 0.641], [2.903, -2.968, -3.202], [3.365, -3.701, -5.494], [2.143, -2.702, -7.398], [0.467, -0.920, -6.970], [0.043, -0.165, -4.640], [3.736, -0.817, -3.348], [5.688, 0.139, -2.259], [5.494, 1.165, 0.001], [3.297, 1.198, 1.121], [1.348, 0.223, 0.049], [-2.959, 2.418, -0.301], [3.981, 4.956, 0.141], [3.075, 5.249, -0.947], [2.936, 6.658, -1.246], [1.606, 4.552, -0.743], [1.318, 3.788, -1.776], [-0.261, 3.211, -2.091], [2.377, 3.635, -2.785], [2.364, 2.891, -3.956], [3.465, 2.958, -4.794], [4.566, 3.753, -4.478], [4.591, 4.478, -3.292], [3.498, 4.393, -2.461], [1.504, 2.277, -4.195], [3.474, 2.382, -5.712], [5.402, 3.810, -5.164], [5.445, 5.089, -3.028], [2.067, 5.997, 3.730], [1.059, 4.759, 4.387], [-0.245, 5.043, 4.763], [-1.058, 4.017, 5.204], [-0.599, 2.708, 5.300], [-1.594, 1.615, 5.633], [-2.481, 1.329, 4.394], [-1.698, 0.907, 3.265], [-1.125, -0.335, 3.092], [-0.316, -0.221, 2.005], [-0.370, 1.059, 1.512], [-1.194, 1.705, 2.294], [-2.440, 2.009, 6.707], [-2.361, 1.204, 7.877], [-0.958, 0.941, 8.343], [-0.099, 1.922, 8.755], [-0.448, 3.593, 8.860], [1.473, 1.314, 9.134], [0.977, -0.287, 8.732], [-0.319, -0.324, 8.326], [0.737, 2.466, 4.981], [1.444, 0.895, 5.167], [1.564, 3.478, 4.517], [-0.617, 6.055, 4.682], [-2.085, 4.219, 5.482], [-1.053, 0.704, 5.888], [-3.019, 2.239, 4.129], [-3.206, 0.550, 4.642], [-1.352, -1.167, 3.737], [0.314, -0.974, 1.567], [-1.474, 2.740, 2.192], [-2.867, 0.245, 7.706], [-2.922, 1.762, 8.627], [1.691, -1.091, 8.788], [-0.812, -1.235, 8.014], [2.586, 3.266, 4.239]],
  "spin_multiplicity": 3,
  "homo_energy_ev": [-1.24, -2.52],
  "charge": -2,
  "e_tot_ev": -219127.739,
  "orbital_gap_ev": [4.21, 5.48]
}

---

{
  "formula": "C54H46AsN9O5SW",
  "method": "the ωB97M-V functional and the def2-TZVPD basis",
  "species": ["W", "C", "C", "C", "C", "C", "N", "C", "N", "C", "C", "C", "C", "C", "C", "C", "C", "N", "C", "N", "C", "N", "C", "N", "C", "N", "C", "C", "C", "C", "C", "C", "C", "C", "C", "C", "C", "C", "N", "C", "C", "H", "H", "H", "H", "H", "H", "H", "H", "H", "H", "H", "H", "H", "H", "H", "H", "O", "C", "C", "C", "C", "C", "C", "C", "O", "N", "O", "O", "H", "H", "H", "H", "C", "C", "C", "C", "C", "C", "C", "C", "C", "C", "C", "C", "O", "H", "H", "H", "H", "H", "H", "H", "H", "H", "H", "H", "H", "H", "H", "H", "H", "H", "C", "As", "C", "C", "S", "H", "H", "H", "H", "H", "H", "H", "H", "H"],
  "positions_angstrom": [[-0.055, -0.331, -0.301], [-5.936, -0.162, -3.073], [-5.860, 1.205, -2.728], [-4.872, 1.666, -1.885], [-3.947, 0.739, -1.399], [-2.809, 0.881, -0.525], [-2.157, -0.289, -0.389], [-2.906, -1.258, -1.108], [-2.658, -2.520, -1.212], [-1.559, -3.077, -0.719], [-1.273, -4.470, -0.751], [-2.028, -5.586, -1.144], [-1.467, -6.829, -0.979], [-0.176, -6.992, -0.418], [0.567, -5.907, -0.023], [0.008, -4.633, -0.203], [0.453, -3.332, 0.170], [1.545, -3.115, 0.944], [1.637, -2.040, 1.631], [0.887, -0.870, 1.526], [1.076, -0.160, 2.724], [0.691, 1.000, 3.059], [0.525, 1.956, 2.027], [-0.337, 1.402, 0.921], [-1.465, 2.143, 0.856], [-2.542, 1.995, 0.134], [-1.355, 3.336, 1.689], [-2.201, 4.432, 1.712], [-1.763, 5.564, 2.376], [-0.486, 5.584, 2.935], [0.334, 4.465, 2.909], [-0.149, 3.295, 2.340], [1.985, -0.933, 3.598], [2.490, -0.668, 4.859], [3.457, -1.527, 5.360], [3.901, -2.623, 4.616], [3.385, -2.884, 3.356], [2.432, -2.009, 2.864], [-0.466, -2.411, -0.164], [-4.016, -0.608, -1.746], [-5.025, -1.077, -2.592], [-6.732, -0.491, -3.729], [-6.592, 1.893, -3.131], [-4.803, 2.710, -1.601], [-3.023, -5.462, -1.556], [-2.024, -7.710, -1.272], [0.225, -7.991, -0.293], [1.549, -6.018, 0.421], [-3.145, 4.396, 1.184], [-2.387, 6.448, 2.427], [-0.113, 6.496, 3.386], [1.325, 4.530, 3.319], [2.145, 0.185, 5.431], [3.873, -1.347, 6.343], [4.658, -3.278, 5.032], [3.701, -3.738, 2.770], [-5.074, -2.127, -2.855], [-0.561, -0.903, -2.342], [-0.018, -1.873, -2.908], [1.381, -2.005, -2.950], [2.009, -2.880, -3.854], [3.351, -2.790, -4.041], [4.136, -1.831, -3.363], [3.568, -1.039, -2.413], [2.186, -1.158, -2.127], [1.661, -0.554, -1.135], [3.998, -3.697, -5.002], [3.355, -4.645, -5.409], [5.138, -3.441, -5.335], [-0.668, -2.571, -3.446], [1.429, -3.597, -4.423], [5.188, -1.752, -3.592], [4.163, -0.328, -1.861], [0.312, 2.197, 5.177], [1.727, 2.795, 5.115], [1.585, 4.240, 5.693], [2.793, 2.796, 3.922], [4.022, 3.175, 4.517], [5.215, 3.329, 3.867], [5.263, 2.988, 2.526], [4.131, 2.542, 1.871], [4.395, 1.937, 0.492], [4.248, 0.407, 0.604], [3.616, 2.544, -0.680], [2.867, 2.516, 2.530], [1.864, 2.238, 1.593], [-0.017, 2.334, 6.211], [0.276, 1.140, 4.942], [-0.408, 2.704, 4.539], [2.268, 2.212, 5.858], [0.580, 4.625, 5.510], [2.295, 4.948, 5.268], [1.732, 4.232, 6.775], [4.019, 3.369, 5.583], [6.097, 3.666, 4.399], [6.199, 3.032, 1.981], [5.449, 2.141, 0.301], [3.211, 0.116, 0.466], [4.570, 0.068, 1.591], [4.857, -0.123, -0.133], [4.154, 2.387, -1.620], [2.631, 2.110, -0.776], [3.494, 3.621, -0.541], [-1.807, 0.519, -4.627], [-0.447, 1.632, -3.829], [-0.947, 3.395, -4.422], [1.134, 1.249, -4.865], [0.006, 1.928, -1.779], [-2.089, 1.012, -5.555], [-2.665, 0.427, -3.963], [-1.386, -0.460, -4.829], [-1.038, 3.432, -5.506], [-0.187, 4.095, -4.082], [-1.897, 3.654, -3.957], [1.438, 0.213, -4.723], [1.922, 1.912, -4.518], [0.922, 1.432, -5.918]],
  "homo_energy_ev": [-6.06, -6.07],
  "e_tot_ev": -153891.559,
  "orbital_gap_ev": [4.98, 4.98]
}